Arrangement w

8
Properties=species:S:1:pos:R:3:lowdin_charge:R:1 method="wB97M-V/def2-TZVPD" homo_energy_ev=-8.6 gap_ev=8.1
C -0.298 0.031 0.461 -0.44
P 1.177 1.065 0.021 0.57
P 2.747 -0.528 0.084 0.52
O 4.036 0.113 -0.119 -0.60
H -0.937 0.740 0.115 -0.04
H -0.214 0.060 1.504 0.00
H -0.384 -0.978 0.226 0.01
H 1.404 0.384 -1.499 -0.02

=====

Arrangement x

8
Properties=species:S:1:pos:R:3:lowdin_charge:R:1 method="wB97M-V/def2-TZVPD" homo_energy_ev=-8.5 gap_ev=7.7
C -0.327 0.614 -0.100 -0.51
P 1.325 1.348 0.394 0.58
P 2.417 -0.345 -0.294 0.49
O 3.846 -0.508 -0.005 -0.50
H -1.038 1.541 -0.190 0.06
H -0.683 -0.078 0.599 -0.01
H -0.151 0.202 -1.038 -0.05
H 1.926 -1.164 -1.231 -0.06

=====

Ordering by calculated energy gives the sequence arrangement x, arrangement w, with the first entry being the most stable.